# 1
12
Properties=species:S:1:pos:R:3:forces:R:3:mulliken_charge:R:1 method="wB97M-V/def2-TZVPD" total_energy_ev=-14074.835 gap_ha=0.36551 charge=0 homo_ev=-9.1 e_above_lowest_ev=1.0866
C 1.156498 -0.227006 1.178282 1.2 1.2 -0.1 -1.152
C -0.204921 -0.187620 0.588379 -4.0 -1.1 -0.1 -0.075
C -0.288495 -0.068497 -0.953368 3.0 0.2 -1.2 -0.676
S -1.886716 0.037083 -1.794301 -1.4 0.9 -0.5 -0.255
H 1.230787 -0.044362 2.242756 -0.6 -0.6 0.5 0.336
H 1.521450 0.743813 0.853706 1.1 0.0 -0.5 0.301
H 1.857938 -1.038035 0.927069 -0.5 0.3 -0.3 0.298
H -0.846871 -1.135860 0.822111 1.0 1.7 0.0 0.262
H -0.776501 0.744037 0.978376 0.8 -1.7 -0.3 0.201
H 0.232828 -0.947720 -1.521031 -1.2 1.1 1.3 0.287
H 0.420210 0.741971 -1.284407 -0.9 -0.3 0.3 0.343
H -2.416208 1.382198 -2.037574 1.6 -1.7 0.9 0.132


# 2
13
Properties=species:S:1:pos:R:3:forces:R:3:mulliken_charge:R:1 method="wB97M-V/def2-TZVPD" total_energy_ev=-24909.998 gap_ha=0.35376 charge=0 homo_ev=-9.1 e_above_lowest_ev=1.3991
C 0.638008 2.115680 1.137323 0.9 -0.7 -1.0 -0.064
C 0.284873 2.840932 0.080434 0.1 0.0 0.4 -0.453
H 1.279370 2.382936 1.966730 -0.6 0.7 0.2 0.301
H 0.582057 1.037285 1.019171 -0.3 0.0 0.1 -0.223
H 0.356150 3.918699 0.013216 0.2 0.0 0.1 0.247
H -0.069365 2.334221 -0.807887 -0.3 0.0 0.1 0.230
C 0.124890 -1.973483 0.269748 0.2 0.3 0.1 -0.739
S -1.139977 -1.033648 -0.622889 0.0 -0.9 -0.6 0.025
S -2.108842 -2.495640 -1.761626 0.3 0.2 0.2 -0.269
H 0.560719 -1.186531 0.888898 0.1 -0.2 0.2 0.168
H 0.913788 -2.376081 -0.365121 -0.1 0.2 -0.2 0.304
H -0.241708 -2.785002 0.893345 -0.3 0.2 0.0 0.332
H -1.179964 -2.779367 -2.711342 -0.1 0.3 0.3 0.144


# 3
13
Properties=species:S:1:pos:R:3:forces:R:3:mulliken_charge:R:1 method="wB97M-V/def2-TZVPD" total_energy_ev=-24906.345 gap_ha=0.33199 charge=0 homo_ev=-8.6 e_above_lowest_ev=5.0520
C 2.084749 -1.097222 0.956869 -1.5 -4.1 1.9 -0.899
C 0.537307 0.510057 0.090926 -2.4 0.1 2.5 -0.416
C -2.048417 0.459845 0.194991 -4.5 -1.7 0.9 -0.841
H 2.085191 -2.084505 1.611869 1.0 1.3 -1.9 0.330
H 3.066257 -0.745856 0.539107 -1.4 -0.5 0.1 0.294
H 1.643158 -0.555154 1.767931 0.8 1.4 0.4 0.320
H 1.566700 0.788954 -0.174651 -0.6 0.4 0.5 0.260
H 0.156438 0.394096 1.319539 1.6 2.3 -3.4 0.207
H -3.271154 0.724189 0.092127 3.5 0.3 -0.3 0.290
H -2.222156 -0.701063 -0.273419 1.3 3.1 1.7 0.258
H -2.060559 0.486317 1.577364 0.9 -0.1 -4.5 0.258
S 0.438822 -1.281473 0.007127 2.8 -0.6 -0.7 -0.030
S -0.714178 1.435032 -0.876914 -1.6 -1.9 2.8 -0.030